97
Properties=species:S:1:pos:R:3 method="wB97M-V/def2-TZVPD" e_tot_ha=-2680.76083 charge=-2 e_homo_ev=-2.71 spin_multiplicity=1 lumo_energy_ev=3.7 gap_ev=6.4
Ca 1.141 1.905 -1.407
Ca 0.563 1.872 2.720
B 2.957 0.833 3.367
H 3.300 1.784 2.705
H 2.080 0.251 2.831
H 3.889 0.100 3.563
H 2.562 1.303 4.426
B 1.659 0.844 -3.718
H 2.022 -0.089 -4.387
H 1.036 0.445 -2.814
H 2.566 1.440 -3.321
H 0.981 1.536 -4.468
B 1.632 3.769 1.110
H 2.151 3.012 0.386
H 1.807 4.883 0.668
H 0.506 3.509 1.165
H 2.039 3.637 2.200
B -0.470 0.288 4.423
H -1.147 -0.380 5.166
H 0.129 -0.370 3.661
H -1.156 1.013 3.827
H 0.345 0.938 4.938
B 0.220 0.678 0.556
H 1.334 0.789 0.713
H -0.229 0.129 1.473
H -0.293 1.683 0.507
H 0.102 0.108 -0.457
B 3.838 0.979 -0.840
H 4.810 1.613 -0.498
H 3.359 0.530 0.167
H 3.070 1.749 -1.325
H 4.060 0.171 -1.714
C -4.075 3.076 1.868
C -3.367 4.365 2.329
C -1.946 4.108 1.878
O -1.748 2.728 2.180
C -2.993 2.026 2.127
H -4.288 3.161 0.798
H -5.032 3.019 2.382
H -3.457 4.415 3.414
H -3.738 5.267 1.837
H -1.206 4.707 2.407
H -1.800 4.299 0.808
H -3.114 1.492 3.071
H -2.928 1.275 1.337
C -1.977 -2.596 0.660
C -3.255 -2.893 -0.113
C -4.264 -3.057 1.010
O -3.941 -1.992 1.893
C -2.517 -1.847 1.909
H -1.259 -1.933 0.183
H -1.535 -3.552 0.938
H -3.175 -3.741 -0.799
H -3.611 -2.079 -0.753
H -4.156 -4.008 1.551
H -5.305 -2.917 0.715
H -2.091 -2.273 2.820
H -2.201 -0.811 1.861
C -2.926 1.288 -2.991
C -3.191 2.772 -2.795
C -1.780 3.251 -2.499
O -1.142 2.195 -1.760
C -1.928 0.987 -1.888
H -2.489 1.121 -3.979
H -3.828 0.675 -2.960
H -3.852 3.057 -1.976
H -3.545 3.261 -3.705
H -1.699 4.195 -1.956
H -1.199 3.396 -3.419
H -2.444 0.788 -0.946
H -1.257 0.170 -2.128
C -0.674 -2.247 -3.746
C 0.328 -2.672 -4.823
C 0.915 -3.952 -4.252
O 0.838 -3.854 -2.845
C -0.208 -2.975 -2.478
H -1.641 -2.679 -4.043
H -0.814 -1.177 -3.639
H 1.072 -1.893 -4.985
H -0.167 -2.867 -5.777
H 1.952 -4.128 -4.551
H 0.402 -4.854 -4.630
H 0.163 -2.173 -1.837
H -1.023 -3.488 -1.965
C 3.573 -3.636 1.424
C 4.935 -3.746 0.740
C 5.736 -2.674 1.459
O 4.819 -1.622 1.558
C 3.547 -2.191 1.960
H 3.521 -4.389 2.213
H 2.745 -3.815 0.737
H 4.901 -3.644 -0.344
H 5.384 -4.740 0.893
H 6.611 -2.328 0.905
H 6.083 -2.997 2.457
H 2.786 -1.507 1.591
H 3.613 -2.097 3.047

119
Properties=species:S:1:pos:R:3 method="wB97M-V/def2-TZVPD" e_tot_ha=-3482.64164 charge=0 e_homo_ev=-8.87 spin_multiplicity=1 lumo_energy_ev=-0.6 gap_ev=8.3
O -3.666 0.788 -2.857
H -3.853 -0.092 -3.221
H -2.860 0.773 -2.230
H -3.499 1.482 -3.545
C -0.498 -0.082 1.017
F 0.768 -0.465 1.281
F -1.376 -0.474 1.911
F -0.325 1.271 1.071
S -1.088 -0.406 -0.778
O -1.619 0.900 -1.209
O 0.133 -0.706 -1.550
O -2.084 -1.443 -0.722
C 0.191 4.482 4.199
O 1.033 4.531 5.100
N 0.170 3.516 3.270
N -0.804 5.370 3.994
H -0.499 3.636 2.528
H 0.935 2.869 3.293
H -1.554 5.220 3.338
H -0.768 6.190 4.574
C -2.789 -4.870 0.100
O -2.943 -6.082 0.178
N -2.352 -4.261 -1.051
N -3.090 -3.945 1.066
H -2.100 -4.902 -1.783
H -2.552 -3.284 -1.189
H -3.474 -4.214 1.952
H -2.699 -3.034 0.917
C -6.452 0.056 -0.491
O -5.748 0.653 0.333
N -7.724 0.368 -0.836
N -5.903 -0.992 -1.156
H -8.262 -0.373 -1.248
H -8.193 1.243 -0.713
H -4.912 -0.957 -1.299
H -6.518 -1.543 -1.728
C -2.577 4.360 -3.066
O -2.821 3.291 -3.639
N -1.906 4.429 -1.899
N -2.931 5.556 -3.615
H -1.705 3.572 -1.407
H -1.933 5.301 -1.402
H -2.521 6.387 -3.231
H -3.158 5.495 -4.593
C -0.291 0.812 -4.903
O -1.469 0.450 -4.685
N 0.471 1.230 -3.888
N 0.300 0.644 -6.098
H 0.005 1.163 -3.000
H 1.355 1.707 -3.908
H -0.199 0.052 -6.737
H 1.277 0.863 -6.132
C 2.013 -2.885 -4.135
O 2.321 -3.916 -4.743
N 0.806 -2.745 -3.508
N 2.776 -1.771 -4.063
H 0.765 -1.957 -2.892
H 0.072 -3.372 -3.773
H 2.365 -0.969 -3.620
H 3.774 -1.798 -4.167
C -3.467 3.512 1.138
O -2.484 4.120 1.584
N -4.572 4.091 0.601
N -3.606 2.180 1.327
H -4.431 5.066 0.392
H -5.339 3.560 0.235
H -4.335 1.592 0.950
H -2.870 1.847 1.927
C 3.410 -4.166 0.604
C 3.519 -2.635 0.694
C 4.901 -2.219 1.190
O 5.029 -0.806 1.235
C 4.445 -0.238 2.375
N 3.299 -2.141 -0.669
H 2.389 -4.360 0.267
H 3.466 -4.674 1.574
H 4.085 -4.696 -0.066
H 2.851 -2.337 1.511
H 5.635 -2.632 0.493
H 5.098 -2.684 2.160
H 4.813 -0.611 3.334
H 3.352 -0.309 2.324
H 4.579 0.847 2.404
H 2.361 -1.766 -0.794
H 3.863 -1.288 -0.681
C 2.101 2.985 -0.357
C 3.347 2.748 -1.186
C 4.663 2.941 -0.446
O 5.769 2.473 -1.215
C 6.983 2.659 -0.528
N 3.268 1.390 -1.817
H 1.231 2.730 -0.954
H 2.189 4.031 -0.049
H 2.168 2.407 0.567
H 3.422 3.407 -2.058
H 4.739 2.455 0.535
H 4.768 4.013 -0.230
H 6.970 3.197 0.429
H 7.623 3.252 -1.183
H 7.466 1.737 -0.188
H 4.233 1.264 -2.117
H 3.065 0.736 -1.065
C -0.369 -5.222 2.619
C 0.385 -4.275 3.582
C -0.284 -2.867 3.677
O -1.625 -2.958 4.136
C -2.055 -1.734 4.711
N 0.436 -4.875 4.904
H 0.312 -6.076 2.554
H -0.501 -4.866 1.599
H -1.295 -5.664 2.986
H 1.426 -4.172 3.269
H -0.310 -2.458 2.662
H 0.325 -2.187 4.280
H -1.342 -1.365 5.454
H -3.045 -1.851 5.146
H -2.144 -0.900 4.010
H -0.514 -5.116 5.166
H 0.786 -4.214 5.587